(1)
Computed, not measured: a structure of composition C18H23CuIN2O8P2S, with ωB97M-V/def2-TZVPD.

Calculated values
* net charge: -1
* energy above the lowest of the compared OMol25 structures with the same formula, charge and spin: 0.0 kcal/mol
* E_HOMO: -4.5 eV
* gap between HOMO and LUMO: 6.5 eV
* lowest unoccupied orbital energy: 1.92 eV

CARTESIAN COORDINATES (ANGSTROEM)
H  -1.604  2.689  1.539
C  -0.262  -3.693  -4.424
C  0.732  -2.205  -2.189
H  -4.151  -0.340  1.209
H  -3.277  -0.063  -0.318
O  0.041  -1.663  3.710
I  1.117  4.362  0.621
O  0.375  -1.586  1.185
S  -1.939  0.340  1.662
H  -1.845  2.131  3.215
H  -5.100  1.789  0.428
N  -1.164  -4.942  -6.505
C  2.328  0.472  4.067
Cu  1.327  -1.111  -0.681
H  2.035  3.889  -2.297
C  -0.763  -4.392  -5.574
H  0.696  1.197  1.362
P  1.038  -1.436  2.510
H  -0.899  0.144  -1.160
H  -1.354  -2.146  -1.628
C  0.364  0.979  -2.702
C  -2.214  2.062  2.194
C  -0.638  -2.489  -2.374
C  -4.031  1.768  0.645
H  2.717  1.488  4.149
H  -3.518  2.345  -0.129
H  3.492  2.343  1.290
H  1.523  0.332  4.791
O  4.073  -0.934  1.721
H  1.798  -3.877  -5.001
C  1.404  3.039  -2.083
P  3.181  0.218  1.403
C  1.168  2.049  -3.030
C  0.784  2.888  -0.861
C  1.575  -2.751  -3.179
H  -3.921  3.410  2.092
C  -3.490  0.341  0.673
H  2.648  -2.604  -3.094
O  2.189  -2.466  2.823
O  0.833  1.217  2.326
H  -2.199  -3.402  -3.544
H  0.175  0.173  -3.397
C  -0.190  0.920  -1.426
C  1.811  0.237  2.660
H  1.627  2.120  -4.009
C  -3.698  2.345  2.018
H  -4.270  1.819  2.788
O  3.981  1.598  1.668
H  3.130  -0.232  4.286
O  -2.281  -0.502  2.877
H  -0.861  -1.300  3.472
C  -1.136  -3.207  -3.450
C  1.109  -3.475  -4.266
H  3.040  -2.119  2.414
N  -0.025  1.899  -0.528
O  2.519  0.334  0.049



(2)
Computed, not measured: an isolated molecule of C4H8O2, with ωB97M-V/def2-TZVPD.

Calculated values
* energy above the lowest of the compared OMol25 structures with the same formula, charge and spin: 67.8 kcal/mol
* E_HOMO: -8.0 eV
* gap between HOMO and LUMO: 8.8 eV
* SMILES: CO/C(C)=C/O
* lowest unoccupied orbital energy: 0.81 eV

CARTESIAN COORDINATES (ANGSTROEM)
H  2.306  0.901  0.929
H  1.709  -0.599  1.681
H  1.111  0.964  2.223
H  -2.032  1.664  -1.336
O  -0.499  1.240  -0.120
C  -0.244  -1.005  0.111
C  1.420  0.402  1.330
H  -0.580  0.962  -2.187
O  0.437  -2.194  0.148
H  -1.317  -1.077  -0.004
C  0.252  0.200  0.389
H  1.138  -2.116  -0.510
H  -1.807  -0.064  -1.479
C  -1.267  0.899  -1.335



(3)
Computed, not measured: an isolated molecule of C2H7N5S, with ωB97M-V/def2-TZVPD.

Calculated values
* energy above the lowest of the compared OMol25 structures with the same formula, charge and spin: 82.1 kcal/mol
* E_HOMO (alpha / beta): -7.0 / -7.0 eV
* gap between HOMO and LUMO (alpha / beta): 6.1 / 6.1 eV
* lowest unoccupied orbital energy (alpha / beta): -0.86 / -0.86 eV

CARTESIAN COORDINATES (ANGSTROEM)
H  -0.776  2.252  -0.871
H  0.987  0.024  1.417
N  -1.128  -2.124  -0.434
H  -2.182  -1.897  -0.476
N  1.735  0.087  -0.289
N  1.129  1.185  -0.672
H  2.230  -0.979  1.254
H  -0.890  -2.933  0.160
H  1.445  1.330  -1.702
C  -1.026  0.195  -0.113
C  -0.186  1.489  -0.191
N  1.799  -0.103  0.949
H  -0.131  1.870  0.856
N  -0.379  -0.948  -0.218
S  -2.625  0.553  0.331



(4)
Computed, not measured: an isolated molecule of C2H2N2OS, with ωB97M-V/def2-TZVPD.

Calculated values
* energy above the lowest of the compared OMol25 structures with the same formula, charge and spin: 45.7 kcal/mol
* E_HOMO: -9.8 eV
* gap between HOMO and LUMO: 9.2 eV
* SMILES: N#C/N=C/SO
* lowest unoccupied orbital energy: -0.52 eV

CARTESIAN COORDINATES (ANGSTROEM)
C  -0.093  -0.052  -0.283
H  -1.208  2.087  0.740
O  -1.516  2.011  -0.123
S  -0.451  1.398  -1.188
N  0.663  -1.004  -0.661
N  1.829  -2.644  0.719
C  1.286  -1.858  0.063
H  -0.511  0.061  0.733